(1)
# C5H13NO

C5H13NO in the gas phase in a non-equilibrium geometry (wB97M-V/def2-TZVPD, OMol25).

Last column: natural (NBO) charge in e.
Geometry (Å):
C  1.905  -1.935  -0.294  -0.634
C  1.607  -0.422  -0.608  -0.213
N  0.564  0.061  0.373  -0.662
C  0.025  1.356  0.119  -0.222
C  -1.535  1.468  0.536  -0.425
C  -2.191  0.287  -0.156  -0.086
O  -1.839  -0.983  0.526  -0.788
H  0.922  -2.397  -0.152  0.220
H  2.254  -1.927  0.725  0.199
H  2.398  -2.608  -1.010  0.229
H  2.585  0.217  -0.571  0.179
H  1.180  -0.457  -1.674  0.198
H  1.166  0.130  1.249  0.370
H  -0.013  1.670  -0.982  0.200
H  0.561  2.062  0.754  0.182
H  -1.925  2.393  0.085  0.207
H  -1.722  1.486  1.675  0.215
H  -3.235  0.385  -0.071  0.180
H  -1.897  0.105  -1.170  0.164
H  -0.810  -0.891  0.647  0.488

Values from the calculation:
Gap between HOMO and LUMO, eV: 10.013
Relative energy (zero: lowest compared OMol25 entry of this formula, charge and spin), kJ/mol: 211.5
LUMO, eV: 0.9
Structure (SMILES): CCNCCCO



(2)
# C5H13NO

2 unconnected molecules or ions with the total composition C5H13NO in a non-equilibrium geometry (wB97M-V/def2-TZVPD, OMol25).

Last column: natural (NBO) charge in e.
Geometry (Å):
C  -0.813  0.464  -1.958  -0.607
C  0.544  1.056  -1.694  -0.504
C  1.262  0.734  -0.358  0.676
N  2.191  -0.259  -0.361  -0.828
O  1.295  1.463  0.625  -0.618
H  -0.681  -0.423  -2.560  0.206
H  -1.457  1.136  -2.530  0.220
H  -1.328  0.249  -1.062  0.215
H  1.203  0.867  -2.556  0.214
H  0.648  2.160  -1.606  0.242
H  2.815  -0.338  0.425  0.401
H  2.201  -1.041  -0.994  0.385
C  -1.627  -0.793  1.455  -0.613
C  -0.283  -0.695  2.143  -0.619
H  -2.265  0.045  1.736  0.205
H  -1.650  -0.801  0.387  0.192
H  -2.204  -1.648  1.756  0.204
H  0.466  -1.043  1.443  0.203
H  -0.265  -1.347  3.041  0.198
H  -0.051  0.213  2.668  0.227

Values from the calculation:
Gap between HOMO and LUMO, eV: 10.575
Relative energy (zero: lowest compared OMol25 entry of this formula, charge and spin), kJ/mol: 89.3
LUMO, eV: 0.9
Structure (SMILES): CCC(N)=O.CC



(3)
# C5H13NO

C5H13NO in the gas phase in a non-equilibrium geometry (wB97M-V/def2-TZVPD, OMol25).

Last column: natural (NBO) charge in e.
Geometry (Å):
C  2.715  0.243  0.498  -0.613
C  1.249  -0.158  0.845  -0.207
C  1.137  -1.604  1.428  -0.638
C  0.501  0.177  -0.435  -0.220
N  -0.993  -0.182  -0.434  -0.675
C  -1.914  0.949  -0.438  0.065
O  -2.869  0.601  -1.466  -0.756
H  2.883  1.294  0.725  0.213
H  2.935  0.078  -0.562  0.198
H  3.301  -0.462  1.025  0.209
H  0.949  0.737  1.671  0.184
H  1.291  -1.605  2.518  0.228
H  1.951  -2.226  1.034  0.207
H  0.253  -2.095  0.971  0.220
H  0.708  1.360  -0.647  0.197
H  0.970  -0.397  -1.222  0.187
H  -1.366  -0.667  0.468  0.365
H  -1.238  1.725  -1.007  0.171
H  -2.460  0.940  0.599  0.189
H  -2.402  0.137  -2.195  0.475

Values from the calculation:
Gap between HOMO and LUMO, eV: 10.138
Relative energy (zero: lowest compared OMol25 entry of this formula, charge and spin), kJ/mol: 310.6
LUMO, eV: 1.0
Structure (SMILES): CC(C)CNCO



| no. | HOMO level (eV) | calculated total energy (a.u.) |
| --- | --- | --- |
| 1 | -9.08 | -328.2383 |
| 2 | -9.72 | -328.2848 |
| 3 | -9.14 | -328.2006 |